1.
A molecular structure, C51H38CoNOP2S, computed with the ωB97M-V functional and the def2-TZVPD basis.

Results
lowest unoccupied orbital energy (spin up / spin down)	-2.74 / -3.38	eV
orbital gap (spin up / spin down)	0.2427 / 0.2788	Eh
max |F|	0.99	eV Å⁻¹

```
! wB97M-V def2-TZVPD RIJCOSX def2/J DEFGRID3
* xyz 1 4
Co 0.21216 0.09715 0.66125
O -3.45363 -0.57148 -1.07431
S -2.18742 -0.28316 -0.38019
C -1.44868 -1.93593 0.06253
C -1.86617 -2.76708 1.28600
C -1.51005 -4.27861 1.31096
C 0.58155 -4.51919 0.60550
C 1.33618 -3.55251 -0.21410
C 0.58312 -2.36075 -0.60578
P 1.51263 -0.76420 -1.04388
C 1.29819 -0.21853 -2.76714
C 1.34618 -1.00087 -3.92033
C 1.20803 -0.40014 -5.16058
C 1.01062 0.97062 -5.26659
C 0.93980 1.75149 -4.12403
C 1.09026 1.15583 -2.88110
C 3.26709 -1.23010 -0.92681
C 3.94179 -0.93129 0.25560
C 5.27633 -1.27863 0.40190
C 5.94277 -1.92021 -0.63066
C 5.27327 -2.21812 -1.81037
C 3.93993 -1.87397 -1.96298
C -2.67065 0.54999 1.16333
C -3.86727 0.16823 1.74554
C -4.41980 0.93652 2.75798
C -3.78850 2.10521 3.15388
C -2.60342 2.50582 2.55015
C -2.03048 1.74435 1.54212
P -0.44209 2.18385 0.70900
C 0.44778 3.50443 1.58524
C 1.79252 3.26188 1.86971
C 2.57580 4.25262 2.44005
C 2.01969 5.49142 2.72491
C 0.68531 5.74104 2.43386
C -0.09903 4.75706 1.85336
C -1.03073 3.11986 -0.75170
C -0.14623 4.01485 -1.35923
C -0.55629 4.77924 -2.43877
C -1.85055 4.65751 -2.92540
C -2.72383 3.75074 -2.34712
C -2.31823 2.98003 -1.26623
H -2.77872 -2.47695 1.79848
H -2.23805 -4.90845 1.81354
H 1.17004 -5.40627 0.82457
H 2.41426 -3.58621 -0.28340
H 1.44788 -2.07629 -3.85751
H 1.24230 -1.01000 -6.05448
H 0.90354 1.42739 -6.24177
H 0.76034 2.81677 -4.19049
H 1.02903 1.75885 -1.98477
H 3.41291 -0.42943 1.05856
H 5.79918 -1.04765 1.32084
H 6.98663 -2.18298 -0.52235
H 5.79038 -2.71960 -2.61794
H 3.43206 -2.10233 -2.88854
H -4.38234 -0.70550 1.36492
H -5.35341 0.63456 3.21283
H -4.23219 2.72148 3.92492
H -2.12240 3.41505 2.88496
H 2.21327 2.28838 1.64413
H 3.61711 4.05944 2.66165
H 2.62799 6.27069 3.16475
H 0.25714 6.71159 2.64779
H -1.12794 4.97139 1.59131
H 0.86324 4.12056 -0.97996
H 0.13479 5.47571 -2.89623
H -2.17929 5.27379 -3.75191
H -3.73082 3.64279 -2.72812
H -3.02141 2.28597 -0.82760
C -0.07085 0.43316 4.94454
C -0.51147 -0.83877 5.27632
C -0.59480 -1.80740 4.29365
C -0.25184 -1.49448 2.98236
C 0.15621 -0.19821 2.60546
C 0.26114 0.74347 3.63220
C -0.44146 -2.45280 1.86887
C -0.11176 -3.95684 1.90367
C -0.84849 -4.84856 0.03120
C -1.16677 -4.13422 -1.22923
C -1.64820 -4.79548 -2.32150
C -1.91933 -4.13319 -3.52622
C -1.72129 -2.74386 -3.59781
C -1.25402 -2.03460 -2.54017
C -0.90042 -2.66578 -1.24006
N -0.09109 -1.72508 0.61835
H -0.00184 1.20434 5.70252
H -0.78488 -1.07231 6.29713
H -0.93028 -2.80984 4.53969
H 0.60676 1.74292 3.43096
H 0.25573 -4.35332 2.84666
H -1.00917 -5.91843 -0.08258
H -1.81920 -5.86314 -2.24866
H -2.28199 -4.68702 -4.38031
H -1.95693 -2.22589 -4.51960
H -1.16724 -0.96237 -2.63122
*
```

***

2.
A molecular structure, C47H55BrIN5O11PRuSi4Te at a distorted geometry, computed with the ωB97M-V functional and the def2-TZVPD basis.

Results
lowest unoccupied orbital energy (spin up / spin down)	-0.74 / -2.09	eV
orbital gap (spin up / spin down)	0.2162 / 0.2302	Eh
max |F|	1.81	eV Å⁻¹

```
! wB97M-V def2-TZVPD RIJCOSX def2/J DEFGRID3
* xyz 0 6
Ru 0.18888 -1.25884 -0.57012
O 4.64116 -3.78001 -0.27694
C 3.72443 -3.40327 0.41734
O 2.82465 -2.50015 0.04582
C 3.39315 -3.93905 1.76625
C 4.19523 -4.82613 2.46885
C 3.77891 -5.25015 3.71939
C 2.57182 -4.79428 4.24171
C 1.76961 -3.91711 3.52589
C 2.18156 -3.48359 2.26837
P 1.48957 -2.08358 1.26165
C 2.49975 -0.80582 2.12224
C 2.51909 -0.69502 3.50909
C 3.41576 0.16201 4.13087
C 4.31251 0.90423 3.37725
C 4.29758 0.80443 1.99191
C 3.39632 -0.04430 1.36422
C -0.28580 -2.23656 2.06570
C -0.79552 -3.54263 1.93444
C -2.10942 -3.85260 2.24467
C -2.97548 -2.85376 2.67902
C -2.50816 -1.55474 2.79403
C -1.18579 -1.24807 2.48488
H 5.12923 -5.15633 2.03112
H 4.38842 -5.94106 4.28961
H 2.25923 -5.12125 5.22708
H 0.82692 -3.58507 3.94174
H 1.85037 -1.29961 4.10981
H 3.43869 0.22849 5.21249
H 5.03098 1.54987 3.86942
H 5.00655 1.36848 1.39845
H 3.40693 -0.14111 0.28651
H -0.13809 -4.33265 1.59051
H -2.46023 -4.87436 2.14168
H -4.00709 -3.08551 2.91819
H -3.17738 -0.76486 3.11925
H -0.84570 -0.23527 2.62028
Br -1.10564 -5.03921 -4.90711
C 0.58352 -4.90441 -4.06572
C 1.69811 -5.27563 -4.80276
C 2.95293 -5.27476 -4.21411
C 3.09374 -4.95198 -2.87376
C 1.97859 -4.59635 -2.12961
C 0.73154 -4.52481 -2.72912
I -0.88106 -3.81445 -1.57227
H 1.57114 -5.56234 -5.83919
H 3.81943 -5.54286 -4.80627
H 4.06524 -4.94013 -2.39811
H 2.07840 -4.35802 -1.08255
O 1.51834 -1.74741 -8.66377
N 2.21546 -1.81488 -7.66708
O 3.40096 -2.09413 -7.67001
C 1.58487 -1.54413 -6.37797
C 2.36006 -1.44871 -5.24918
C 1.77724 -1.16419 -4.03448
C 0.34782 -1.04259 -3.86064
O -0.21320 -0.74627 -2.77493
C -0.39057 -1.26464 -5.08755
C 0.20730 -1.42448 -6.30681
N -1.83277 -1.37618 -5.06463
O -2.36266 -1.87311 -4.10823
O -2.45223 -1.04531 -6.06934
N 2.66600 -1.01690 -2.92044
O 2.21830 -0.61086 -1.86142
O 3.83149 -1.28267 -3.05759
H 3.43195 -1.57209 -5.30992
H -0.39807 -1.52301 -7.19522
O -4.64497 2.04865 -6.69999
C -4.33573 2.76000 -5.52909
N -4.48051 1.91763 -4.33737
C -3.50430 1.85875 -3.38985
O -2.58810 2.66040 -3.35177
C -3.60913 0.74373 -2.37696
C -4.70059 -0.09834 -2.23707
C -4.59765 -1.17770 -1.37988
C -3.42276 -1.36890 -0.67813
N -2.37303 -0.54012 -0.74098
C -2.48201 0.48489 -1.59611
H -4.16198 1.21788 -6.69464
H -5.03438 3.59069 -5.47655
H -3.32120 3.15067 -5.52010
H -5.07133 1.11288 -4.46703
H -5.61374 0.06162 -2.79979
H -5.41448 -1.87741 -1.25968
H -3.32601 -2.20416 0.00836
H -1.64552 1.16142 -1.69138
C -2.95229 3.90483 -0.20299
Si -2.64752 3.38907 1.56032
C -3.23859 4.82382 2.62546
C -3.60919 1.82852 1.98657
Si -0.35307 2.94040 1.96536
Te 0.39996 1.08578 0.37419
Si 0.93794 4.83145 1.38223
C 0.24673 5.58801 -0.19006
C 0.76212 6.10639 2.75720
C 2.72205 4.32822 1.10679
Si -0.04945 2.59812 4.30328
C 1.69356 3.12257 4.80584
C -0.36512 0.88948 5.01754
C -1.26023 3.76105 5.15658
H -3.98899 3.70232 -0.49087
H -2.31857 3.38323 -0.91654
H -2.77168 4.97554 -0.33293
H -4.26957 5.07959 2.35779
H -2.62090 5.71287 2.45213
H -3.21354 4.60520 3.69526
H -4.62793 1.87341 1.58657
H -3.67672 1.68000 3.06969
H -3.11703 0.95268 1.55339
H -0.77994 5.93336 -0.04098
H 0.23549 4.85336 -1.00313
H 0.84957 6.44168 -0.51558
H -0.28467 6.41547 2.85285
H 1.35522 6.99906 2.53146
H 1.08856 5.72247 3.72956
H 2.75312 3.52946 0.35732
H 3.19431 3.94032 2.01311
H 3.32451 5.16371 0.73522
H 2.29110 2.25904 5.09704
H 1.65930 3.80993 5.65813
H 2.22064 3.62548 3.98986
H 0.34234 0.15233 4.63160
H -1.37478 0.52982 4.79891
H -0.24807 0.92827 6.10581
H -1.21800 4.77228 4.73832
H -1.01899 3.82631 6.22303
H -2.28917 3.39833 5.06979
*
```